DFT (the ωB97M-V functional and the def2-TZVPD basis) results for a cluster of 11 separate species, C22H66O11 in total.

Values from the calculation:
* structure (SMILES): CCO.CCO.CCO.CCO.CCO.CCO.CCO.CCO.CCO.CCO.CCO
* E_HOMO: -9.43 eV
* charge: 0
* DFT total energy: -1705.28580 a.u.
* ΔE to the lowest compared entry with this formula, charge and spin: 81.9 kcal/mol
* 2S+1: 1
* HOMO-LUMO gap: 9.5 eV

Positions of all 99 atoms, in Å:
C (-1.882, -1.350, -3.819)
C (-0.688, -2.242, -4.098)
O (-0.626, -2.608, -5.458)
H (-1.824, -0.823, -2.860)
H (-2.865, -1.826, -3.783)
H (-1.979, -0.556, -4.564)
H (-0.723, -3.149, -3.491)
H (0.220, -1.746, -3.737)
H (-0.262, -1.876, -5.965)
C (-1.058, -0.893, 0.229)
C (0.293, -0.373, -0.215)
O (0.559, 0.929, 0.277)
H (-1.485, -1.753, -0.282)
H (-1.729, -0.052, 0.006)
H (-1.201, -1.086, 1.296)
H (0.172, -0.337, -1.307)
H (1.093, -1.094, -0.017)
H (1.378, 1.241, -0.159)
C (0.711, 1.212, -3.639)
C (1.265, 1.406, -5.022)
O (1.241, 0.119, -5.651)
H (0.738, 2.128, -3.039)
H (1.360, 0.498, -3.125)
H (-0.310, 0.837, -3.615)
H (2.278, 1.815, -5.002)
H (0.593, 2.058, -5.590)
H (1.984, 0.043, -6.256)
C (4.037, -1.844, -2.035)
C (4.260, -1.011, -3.311)
O (4.796, -1.819, -4.366)
H (3.030, -1.541, -1.724)
H (4.699, -1.513, -1.238)
H (3.927, -2.909, -2.210)
H (4.736, -0.053, -3.085)
H (3.254, -0.733, -3.654)
H (5.279, -1.223, -4.950)
C (3.890, 0.518, 0.846)
C (4.031, 1.508, -0.290)
O (2.770, 1.757, -0.889)
H (4.805, 0.539, 1.439)
H (3.609, -0.473, 0.493)
H (3.117, 0.764, 1.581)
H (4.759, 1.088, -0.994)
H (4.525, 2.429, 0.039)
H (2.855, 2.273, -1.696)
C (3.754, 4.823, 2.051)
C (2.677, 3.754, 2.079)
O (1.674, 4.065, 3.026)
H (4.125, 5.064, 3.046)
H (3.596, 5.751, 1.501)
H (4.577, 4.360, 1.488)
H (3.159, 2.778, 2.238)
H (2.202, 3.602, 1.097)
H (0.925, 3.474, 2.824)
C (-4.455, -0.666, 1.153)
C (-4.259, -1.831, 0.188)
O (-3.511, -2.879, 0.796)
H (-5.135, -1.028, 1.933)
H (-5.061, 0.153, 0.759)
H (-3.525, -0.306, 1.575)
H (-3.592, -1.471, -0.601)
H (-5.147, -2.204, -0.325)
H (-4.121, -3.465, 1.255)
C (0.728, -3.710, 1.978)
C (2.225, -3.925, 2.045)
O (2.874, -3.019, 1.140)
H (0.274, -4.459, 2.631)
H (0.351, -3.873, 0.968)
H (0.546, -2.691, 2.310)
H (2.621, -4.944, 1.993)
H (2.528, -3.617, 3.061)
H (3.689, -2.730, 1.558)
C (-2.420, 2.674, 3.939)
C (-1.355, 1.688, 3.468)
O (-0.532, 2.378, 2.532)
H (-2.923, 3.046, 3.046)
H (-1.927, 3.458, 4.508)
H (-3.194, 2.210, 4.548)
H (-1.746, 0.791, 2.993)
H (-0.715, 1.327, 4.281)
H (-0.361, 1.830, 1.748)
C (-3.366, -1.988, 4.101)
C (-2.749, -3.102, 4.915)
O (-3.420, -3.213, 6.171)
H (-4.201, -2.326, 3.492)
H (-2.655, -1.647, 3.346)
H (-3.633, -1.066, 4.611)
H (-1.675, -2.924, 5.051)
H (-2.814, -4.063, 4.392)
H (-2.931, -3.861, 6.688)
C (-3.932, 3.610, -1.421)
C (-3.380, 2.208, -1.109)
O (-2.549, 1.793, -2.216)
H (-4.532, 3.946, -0.576)
H (-4.587, 3.575, -2.297)
H (-3.118, 4.250, -1.760)
H (-4.147, 1.463, -0.931)
H (-2.738, 2.340, -0.232)
H (-1.746, 2.315, -2.125)

***

DFT (the ωB97M-V functional and the def2-TZVPD basis) results for a cluster of 11 separate species, C22H66O11S11 in total.

Values from the calculation:
* E_HOMO: -8.47 eV
* charge: 0
* DFT total energy: -6085.10966 a.u.
* ΔE to the lowest compared entry with this formula, charge and spin: 48.5 kcal/mol
* 2S+1: 1
* HOMO-LUMO gap: 8.8 eV

Positions of all 110 atoms, in Å:
C (-0.268, -24.308, 9.981)
S (0.859, -23.462, 11.137)
O (0.148, -22.290, 11.662)
C (0.787, -24.875, 12.318)
H (-1.127, -24.676, 10.435)
H (0.370, -25.143, 9.487)
H (-0.532, -23.685, 9.147)
H (1.583, -24.664, 13.024)
H (0.919, -25.730, 11.760)
H (-0.183, -24.761, 12.778)
C (4.342, -12.999, 16.313)
S (3.015, -12.623, 15.200)
O (3.382, -11.366, 14.480)
C (3.227, -14.045, 14.136)
H (4.361, -12.309, 17.092)
H (5.220, -13.148, 15.743)
H (4.097, -14.025, 16.709)
H (2.872, -14.906, 14.684)
H (4.262, -14.093, 13.879)
H (2.645, -13.831, 13.257)
C (-4.284, -20.754, 11.260)
S (-2.696, -21.562, 11.297)
O (-2.886, -23.021, 11.083)
C (-2.159, -21.037, 9.626)
H (-4.635, -20.503, 10.224)
H (-4.219, -19.881, 11.842)
H (-4.909, -21.480, 11.736)
H (-1.865, -20.004, 9.784)
H (-3.006, -21.176, 8.954)
H (-1.300, -21.646, 9.374)
C (-0.676, -21.066, 16.228)
S (-0.843, -19.630, 17.316)
O (-1.082, -18.469, 16.476)
C (-2.393, -19.982, 18.129)
H (0.216, -21.049, 15.613)
H (-1.484, -21.190, 15.464)
H (-0.670, -21.981, 16.833)
H (-3.188, -20.051, 17.318)
H (-2.631, -19.120, 18.834)
H (-2.346, -20.997, 18.649)
C (4.084, -21.185, 15.098)
S (3.906, -21.396, 13.402)
O (3.265, -22.759, 13.187)
C (5.625, -21.565, 12.845)
H (3.001, -20.968, 15.394)
H (4.687, -20.278, 15.285)
H (4.354, -22.154, 15.418)
H (5.583, -22.172, 11.960)
H (6.259, -22.030, 13.621)
H (5.952, -20.521, 12.725)
C (-1.711, -12.307, 13.686)
S (-2.346, -13.572, 14.684)
O (-3.204, -14.453, 13.855)
C (-0.780, -14.522, 14.852)
H (-1.137, -11.651, 14.323)
H (-2.543, -11.731, 13.309)
H (-1.129, -12.714, 12.907)
H (-0.637, -15.102, 13.969)
H (-0.879, -15.248, 15.655)
H (0.041, -13.856, 15.061)
C (4.477, -20.990, 9.136)
S (3.669, -19.391, 9.731)
O (4.015, -18.264, 8.770)
C (2.032, -20.054, 9.346)
H (5.565, -20.887, 9.226)
H (4.026, -21.215, 8.160)
H (4.106, -21.817, 9.818)
H (1.807, -20.123, 8.236)
H (1.329, -19.270, 9.691)
H (1.846, -21.012, 9.841)
C (1.867, -17.087, 19.559)
S (1.584, -17.138, 17.811)
O (2.340, -15.911, 17.379)
C (2.835, -18.495, 17.506)
H (1.248, -17.854, 20.128)
H (1.540, -16.049, 19.893)
H (2.926, -17.165, 19.713)
H (2.797, -19.354, 18.166)
H (3.826, -18.014, 17.657)
H (2.743, -18.818, 16.471)
C (-0.146, -15.682, 8.803)
S (-1.448, -15.999, 9.956)
O (-1.062, -17.399, 10.438)
C (-0.830, -14.835, 11.142)
H (-0.180, -16.607, 8.184)
H (0.727, -15.455, 9.338)
H (-0.422, -14.814, 8.257)
H (0.213, -15.089, 11.317)
H (-1.416, -14.689, 12.072)
H (-0.844, -13.854, 10.651)
C (1.233, -17.249, 12.795)
S (1.488, -19.027, 13.024)
O (2.018, -19.236, 14.409)
C (-0.191, -19.545, 13.051)
H (0.596, -17.207, 11.860)
H (2.182, -16.746, 12.729)
H (0.543, -16.972, 13.625)
H (-0.762, -19.099, 12.205)
H (-0.521, -19.139, 14.031)
H (-0.141, -20.674, 13.004)
C (-2.033, -14.482, 19.437)
S (-1.581, -15.969, 18.613)
O (-1.825, -17.127, 19.525)
C (-3.018, -16.026, 17.483)
H (-1.325, -14.410, 20.301)
H (-3.031, -14.568, 19.904)
H (-2.007, -13.599, 18.821)
H (-3.130, -15.198, 16.768)
H (-3.902, -16.072, 18.108)
H (-2.806, -16.933, 16.853)

***

DFT (the ωB97M-V functional and the def2-TZVPD basis) results for a cluster of 11 separate species, C22H66O14 in total.

Values from the calculation:
* structure (SMILES): OCCO.OCCO.OCCO.CCO.CCO.CCO.CCO.CCO.CCO.CCO.CCO
* E_HOMO: -9.12 eV
* charge: 0
* DFT total energy: -1930.97274 a.u.
* ΔE to the lowest compared entry with this formula, charge and spin: 47.8 kcal/mol
* 2S+1: 1
* HOMO-LUMO gap: 9.5 eV

Positions of all 102 atoms, in Å:
O (-0.581, 1.050, 0.610)
C (-0.449, 0.136, -0.480)
C (0.174, -1.181, -0.020)
O (1.418, -0.832, 0.477)
H (-1.065, 1.844, 0.373)
H (-1.479, 0.026, -0.821)
H (0.129, 0.584, -1.288)
H (0.241, -1.895, -0.840)
H (-0.425, -1.699, 0.729)
H (1.205, -0.044, 0.982)
O (5.405, 1.208, -0.043)
C (4.845, 0.524, 1.011)
C (5.063, -0.947, 0.687)
O (6.415, -1.261, 0.904)
H (6.322, 0.934, -0.111)
H (5.313, 0.730, 1.973)
H (3.782, 0.748, 1.101)
H (4.986, -1.157, -0.380)
H (4.444, -1.601, 1.301)
H (6.677, -1.188, 1.824)
O (-1.691, -6.213, -1.333)
C (-0.548, -6.754, -0.746)
C (0.192, -5.636, 0.019)
O (1.228, -6.356, 0.698)
H (-1.788, -6.598, -2.207)
H (-0.861, -7.629, -0.177)
H (0.055, -7.136, -1.570)
H (-0.565, -5.195, 0.666)
H (0.470, -4.853, -0.686)
H (1.656, -5.794, 1.348)
C (-0.113, -4.333, -3.959)
C (-1.308, -3.551, -3.427)
O (-1.275, -2.261, -3.985)
H (-0.323, -5.402, -3.977)
H (0.832, -4.012, -3.519)
H (0.060, -4.077, -5.004)
H (-1.264, -3.543, -2.338)
H (-2.229, -3.993, -3.807)
H (-1.585, -2.358, -4.888)
C (0.299, 1.142, -5.882)
C (-0.177, 0.868, -4.469)
O (0.450, -0.219, -3.966)
H (0.350, 0.248, -6.503)
H (1.315, 1.531, -5.824)
H (-0.410, 1.857, -6.299)
H (-1.245, 0.649, -4.465)
H (0.020, 1.697, -3.790)
H (-0.221, -0.904, -3.925)
C (3.154, -1.627, 4.302)
C (1.710, -2.032, 3.856)
O (1.098, -2.992, 4.661)
H (3.624, -0.799, 3.771)
H (3.802, -2.504, 4.311)
H (3.170, -1.300, 5.342)
H (1.760, -2.382, 2.825)
H (1.063, -1.155, 3.868)
H (0.777, -2.599, 5.476)
C (-2.018, 2.169, 4.277)
C (-1.075, 0.949, 4.170)
O (0.029, 1.188, 3.290)
H (-2.778, 1.976, 5.034)
H (-2.530, 2.241, 3.318)
H (-1.535, 3.103, 4.563)
H (-1.699, 0.145, 3.779)
H (-0.707, 0.621, 5.142)
H (-0.237, 1.190, 2.368)
C (-3.493, 2.267, -1.478)
C (-2.706, 3.513, -1.253)
O (-1.720, 3.211, -0.278)
H (-3.988, 1.920, -0.571)
H (-2.901, 1.447, -1.884)
H (-4.386, 2.386, -2.091)
H (-3.314, 4.282, -0.776)
H (-2.300, 3.902, -2.187)
H (-1.505, 4.071, 0.089)
C (-3.347, -1.294, 1.247)
C (-4.069, -2.243, 0.275)
O (-4.508, -1.496, -0.822)
H (-4.162, -0.751, 1.726)
H (-2.693, -0.558, 0.780)
H (-2.782, -1.829, 2.011)
H (-4.907, -2.757, 0.746)
H (-3.379, -3.029, -0.032)
H (-5.081, -1.975, -1.426)
C (1.435, 4.225, -0.608)
C (2.364, 3.056, -0.728)
O (3.739, 3.403, -0.661)
H (1.320, 4.404, 0.461)
H (0.407, 4.107, -0.951)
H (1.834, 5.116, -1.093)
H (2.258, 2.789, -1.780)
H (2.151, 2.253, -0.023)
H (4.208, 2.625, -0.350)
C (-1.352, 5.290, 2.215)
C (-0.861, 6.361, 1.270)
O (-1.297, 6.205, -0.056)
H (-2.422, 5.343, 2.418)
H (-0.936, 5.400, 3.216)
H (-1.052, 4.259, 2.029)
H (0.224, 6.456, 1.209)
H (-1.131, 7.355, 1.627)
H (-0.995, 6.937, -0.599)